Computed, not measured: a molecular structure, C19H28BCl6MgN2NaO9, with the ωB97M-V functional and the def2-TZVPD basis.

Gap between HOMO and LUMO, eV: 1.193
HOMO, eV: -7.26

Structure (XYZ):
```
67
Properties=species:S:1:pos:R:3:forces:R:3:nbo_charge:R:1
C -1.23666 1.14922 3.64766 -0.3 0.9 0.8 -0.35
C -1.31357 0.09283 2.83481 0.9 0.2 -0.5 -0.15
C -0.19936 -0.47649 1.99955 -1.4 -1.0 1.7 0.02
C -0.49703 -0.46017 0.50888 0.6 0.1 -0.6 -0.42
C 0.95923 -0.43814 0.03136 0.2 -1.2 -0.2 -0.71
B 1.89791 -1.62773 0.60817 0.8 -0.5 -1.7 1.20
O 1.39569 -2.86728 0.95925 -0.9 0.7 0.0 -0.92
O 3.24826 -1.38321 0.83826 -0.8 0.8 1.0 -0.91
C 1.40046 0.68615 0.88048 -2.0 -3.8 -0.7 0.88
O 1.94051 1.67514 0.59232 1.0 2.8 1.3 -0.63
O 0.98422 0.28877 2.12267 0.3 1.5 1.7 -0.52
H -1.71000 2.09150 3.41975 -2.0 -0.2 0.8 0.25
H -0.74934 1.10548 4.61041 2.1 0.6 -0.6 0.22
H -2.28094 -0.46540 2.81194 0.8 2.2 -0.9 0.02
H -0.11869 -1.48391 2.39377 1.0 -0.6 -0.5 0.21
H -0.86646 0.49177 0.14630 -0.8 0.3 0.4 0.24
H -1.13011 -1.23378 0.10813 0.0 -0.6 0.1 0.24
H 1.14747 -0.36326 -1.02759 -0.2 0.4 -0.3 0.33
H 1.64357 -3.02299 1.86649 0.4 -0.8 0.3 0.48
H 3.37319 -1.53789 1.77545 0.7 -0.3 0.5 0.47
Na 3.47078 1.84991 -0.65458 1.1 -0.3 -1.3 0.97
O 4.05666 2.71552 3.19814 -0.1 -0.1 -0.1 -0.94
H 4.28189 2.24936 4.00776 0.1 0.0 0.1 0.47
H 3.20298 2.34842 2.94387 -0.1 0.1 -0.1 0.47
C 0.03799 5.11150 2.41727 0.6 0.1 1.1 -0.75
C -1.36747 4.80359 2.31270 0.2 0.0 -0.1 0.35
N -2.48407 4.55963 2.23023 -0.2 -0.4 0.0 -0.42
H 0.23099 6.12907 2.09821 -0.1 0.1 -0.1 0.28
H 0.39706 5.01371 3.44925 -0.3 0.0 0.0 0.23
H 0.63343 4.45679 1.79195 -0.1 -0.1 -0.1 0.29
Cl 0.39836 5.19360 -0.36761 0.2 -0.2 -0.9 -0.70
C -7.79804 5.73048 2.38490 -0.1 0.4 0.2 -0.72
C -6.52548 5.99295 3.15768 0.1 -0.3 -0.2 0.59
O -6.49753 6.79775 4.05304 -0.1 0.3 0.4 -0.55
C -5.30034 5.21185 2.76563 -0.2 0.3 0.3 -0.71
H -8.58781 6.36470 2.78064 0.0 0.0 0.0 0.23
H -7.65133 5.96651 1.32961 0.0 -0.2 0.0 0.23
H -8.09675 4.69107 2.49373 0.1 -0.1 -0.1 0.22
H -5.03724 5.41904 1.72718 0.0 -0.2 0.0 0.24
H -5.48305 4.14526 2.89177 0.0 0.0 -0.2 0.22
H -4.46785 5.50095 3.39996 -0.1 0.0 -0.1 0.25
Cl 3.21084 -1.13295 -1.92999 0.2 0.5 -0.4 -0.86
C -7.05752 1.38947 0.88966 -0.1 -0.1 -0.1 -0.23
Cl -8.01237 2.84230 0.58082 0.1 -0.2 -0.1 0.07
Cl -7.07961 0.35447 -0.54324 0.0 0.0 0.0 0.06
Cl -5.38900 1.83294 1.25689 0.1 0.1 0.0 0.06
Cl -7.74942 0.51385 2.26159 0.0 0.0 0.0 0.05
C 4.44513 -6.49439 -4.17148 0.0 -0.1 0.0 -0.17
C 3.56290 -6.81490 -5.19140 0.1 0.0 0.1 -0.23
C 2.53403 -5.94734 -5.51478 -0.1 -0.2 -0.2 -0.20
C 2.40247 -4.75978 -4.81169 0.3 -0.3 0.1 0.08
C 3.26729 -4.42661 -3.78850 0.0 0.3 0.1 -0.22
C 4.29412 -5.30388 -3.46672 0.0 -0.2 0.0 -0.18
N 1.32104 -3.83631 -5.17796 0.0 -0.2 0.0 0.52
O 0.57167 -4.17722 -6.06996 -0.2 -0.2 -0.3 -0.40
O 1.24134 -2.79827 -4.57551 0.0 0.5 0.3 -0.34
H 5.25279 -7.16731 -3.92203 0.0 0.0 0.0 0.23
H 3.67842 -7.74019 -5.73754 0.0 0.0 0.0 0.22
H 1.84850 -6.19921 -6.30903 -0.1 0.1 0.0 0.25
H 3.16884 -3.50325 -3.23473 -0.2 0.2 -0.1 0.29
H 4.97858 -5.05806 -2.66840 -0.1 0.0 0.2 0.25
Mg -3.34727 -1.59061 2.21946 -1.8 -1.6 -1.0 0.57
C 7.51089 -4.50741 -4.30207 1.5 0.5 -0.6 -0.29
O 6.98338 -5.19523 -3.30655 -0.2 0.1 -0.2 -0.36
H 6.77493 -4.08252 -5.03334 -0.3 -0.1 0.2 0.27
H 8.08951 -3.60261 -4.01840 -0.5 0.1 0.4 0.18
H 8.19700 -5.06726 -4.97447 -0.4 -0.5 0.0 0.18
```
Positions in Å, forces in eV/Å.

***

Computed, not measured: a molecular structure, C11H16BClN6Sr, with the ωB97M-V functional and the def2-TZVPD basis.

Total charge: +2
Gap between HOMO and LUMO (spin up / spin down), eV: 6.591 / 4.885
HOMO (spin up / spin down), eV: -14.87 / -14.87

Structure (XYZ):
```
36
Properties=species:S:1:pos:R:3:forces:R:3:nbo_charge:R:1
C 2.83633 -0.06221 0.70835 -0.6 -0.2 -1.8 -0.06
N 1.58360 -0.07635 0.18434 0.9 0.7 -0.4 -0.49
N 1.72049 0.00914 -1.19961 -0.2 -0.3 1.5 -0.32
C 3.03047 -0.02722 -1.52231 -0.2 0.2 0.7 0.03
C 3.76760 -0.06278 -0.34004 0.2 0.0 -0.1 -0.32
B 0.46026 0.13610 -2.11651 0.5 -1.1 0.4 0.55
N -0.52027 -1.02495 -1.75586 -0.1 -0.1 1.2 -0.34
N -0.96548 -1.26240 -0.45521 -0.7 -0.1 -0.5 -0.47
C -1.86736 -2.27351 -0.53643 1.0 0.5 -1.2 -0.05
C -1.92567 -2.74237 -1.85972 0.0 0.1 -0.1 -0.32
C -1.06172 -1.93407 -2.59300 -0.3 0.1 0.7 0.04
Sr 0.03604 -0.94960 1.90167 1.8 1.1 -2.7 1.85
N -0.21714 1.52656 -1.86361 -0.6 1.9 -1.2 -0.26
N -0.63781 1.80632 -0.56793 -0.9 1.3 1.0 -0.14
C -1.16298 3.01949 -0.57328 0.3 -1.0 0.5 -0.06
C -1.09421 3.57017 -1.87649 -0.6 0.8 1.1 -0.01
C -0.48889 2.58046 -2.65137 1.5 -3.4 -0.2 0.11
H -1.57400 3.47057 0.32954 0.2 -0.2 -0.4 0.25
H -0.23485 2.54744 -3.69742 0.0 0.1 -0.1 0.27
H -1.43532 4.53368 -2.17720 -0.1 0.4 -0.3 0.26
H 0.77613 0.07552 -3.25988 0.0 0.0 -0.1 -0.01
H -0.79166 -1.93313 -3.64408 -0.2 0.0 0.2 0.25
H 3.34206 -0.04156 -2.56340 0.0 0.1 0.3 0.25
H -2.51579 -3.55334 -2.24769 0.0 0.0 0.0 0.26
H 4.84040 -0.08869 -0.25803 0.0 0.0 0.0 0.26
H -2.44338 -2.61004 0.32554 0.3 0.1 -0.2 0.21
H 3.01084 -0.02978 1.78541 0.0 -0.1 -0.3 0.20
H -2.25785 -0.80076 2.39061 0.3 -0.8 0.5 0.20
C -2.07927 -1.55677 3.20637 -1.1 -0.5 0.5 -0.90
H -2.86431 -2.33211 3.05919 0.4 0.7 0.4 0.30
H -1.10692 -2.13180 3.22792 -1.7 0.2 0.5 0.15
H -2.20511 -1.00727 4.16676 0.0 -0.7 -0.6 0.28
Cl 0.85266 2.03586 3.29671 -0.1 0.0 -0.3 0.13
C 0.94776 0.53687 4.07862 0.5 0.7 0.9 -0.55
H 1.97913 0.18037 4.16762 -0.4 -0.2 0.0 0.23
H 0.26622 0.47220 4.93042 0.2 -0.3 -0.3 0.24
```
Positions in Å, forces in eV/Å.

***

Computed, not measured: a molecular structure, C41H62As2N2O4P2PbS4, with the ωB97M-V functional and the def2-TZVPD basis.

Energy above the lowest of the compared OMol25 structures with the same formula, charge and spin, kcal per mole: 9.4
Gap between HOMO and LUMO, eV: 7.110
HOMO, eV: -6.62

Structure (XYZ):
```
118
Properties=species:S:1:pos:R:3:forces:R:3:mulliken_charge:R:1
Pb -0.07563 0.39126 -1.14308 0.6 0.0 0.7 -0.40
C 2.32481 5.25077 -1.86915 0.2 -0.1 0.2 -1.16
N 1.00976 5.01987 -1.31157 0.2 0.2 -0.2 0.23
C -0.07806 5.69031 -1.98653 -0.4 -0.1 0.0 -0.94
C 0.84164 4.05729 -0.38347 -0.3 0.1 0.1 0.84
O 1.77742 3.47675 0.14269 0.1 -0.4 0.2 -0.64
C -0.60955 3.76861 0.02134 -0.1 0.1 0.0 -1.23
O -0.79128 2.54381 0.69455 0.3 0.0 0.0 0.29
C -0.31605 2.47268 2.01697 -0.1 -0.1 0.0 -1.99
C 0.87569 1.52208 2.15281 -0.1 0.1 0.0 0.59
O 1.22839 0.78088 1.24847 0.0 0.0 0.1 1.11
N 1.50657 1.52474 3.34352 0.3 0.1 0.3 0.40
C 2.71226 0.74251 3.51613 0.1 -0.1 -0.2 -0.77
C 0.96887 2.05982 4.57044 -0.1 0.0 0.2 -1.06
H 2.63089 6.28873 -1.72110 0.0 0.0 0.0 0.37
H 3.02984 4.59667 -1.36281 0.0 0.0 -0.1 0.29
H 2.31866 5.02453 -2.93667 0.0 0.0 -0.1 0.40
H 0.32207 6.55509 -2.51213 0.0 0.0 0.1 0.39
H -0.55767 5.03234 -2.71629 0.0 0.0 0.0 0.27
H -0.82332 6.04062 -1.27443 -0.1 0.1 0.0 0.33
H -0.98240 4.60165 0.63790 0.0 0.0 -0.1 0.44
H -1.22378 3.67783 -0.87460 0.0 0.1 0.0 0.45
H -0.04627 3.47019 2.38052 0.0 -0.1 0.0 0.66
H -1.13503 2.07019 2.63543 0.2 0.2 -0.1 0.26
H 3.08823 0.47590 2.53292 0.1 0.0 0.0 0.02
H 3.46095 1.33770 4.04318 0.0 0.0 0.0 0.41
H 2.51663 -0.16845 4.08396 0.0 0.0 0.1 0.22
H 0.14806 2.74593 4.39138 0.0 0.0 0.0 0.39
H 0.60564 1.23761 5.19818 0.0 0.1 0.0 0.27
H 1.75663 2.59010 5.11183 -0.1 0.0 0.0 0.34
O -5.66294 2.61352 -4.82931 -0.3 0.1 -0.2 -0.60
C -4.72336 2.30295 -4.15564 0.2 0.0 0.1 0.57
S -3.06700 2.83343 -4.46822 0.2 0.0 0.1 -0.17
C -2.29386 1.97526 -3.13206 -0.4 0.0 -0.1 0.09
C -3.10392 1.25510 -2.33075 0.0 0.1 -0.3 -0.20
S -2.65397 0.27788 -0.95167 -0.7 0.1 0.0 -0.15
S -4.82141 1.26466 -2.73181 0.1 -0.1 0.2 -0.11
S -0.55625 2.14216 -3.03676 0.0 0.5 -0.6 -0.72
C -2.20024 -1.46316 -4.04764 0.1 0.1 0.1 -1.38
P -0.52388 -1.41150 -3.30541 -0.4 -0.6 -1.1 1.11
C 0.46200 -0.95065 -4.78098 -0.1 0.0 0.3 -1.09
C -0.16664 -3.22979 -3.19394 0.0 0.3 0.0 -1.40
C 1.07767 -3.46218 -2.35383 0.1 0.2 0.2 -0.07
P 0.86166 -2.64089 -0.70223 0.2 -0.8 0.2 1.17
C 2.32998 -3.35116 0.15423 -0.3 0.2 -0.1 -1.04
C -0.46135 -3.73591 -0.02235 0.2 0.3 -0.1 -1.69
H -2.27266 -2.27020 -4.77798 0.0 0.0 0.0 0.59
H -2.37794 -0.50859 -4.54069 -0.1 0.0 0.0 0.36
H -2.95128 -1.59763 -3.26916 0.0 0.0 0.0 0.24
H 0.22564 -1.60735 -5.61775 0.0 0.0 -0.1 0.48
H 1.52046 -1.01383 -4.53091 0.1 0.0 -0.1 0.10
H 0.21786 0.08108 -5.03076 0.1 0.0 0.0 0.31
H -0.05485 -3.63524 -4.20528 -0.1 0.0 0.1 0.69
H -1.03154 -3.70454 -2.72263 0.0 0.0 -0.1 0.38
H 1.94582 -2.99452 -2.82945 0.0 -0.1 0.0 -0.36
H 1.28687 -4.52827 -2.21369 0.0 0.0 0.0 0.62
H 2.36822 -4.43438 0.05457 0.1 -0.1 0.0 0.49
H 2.27173 -3.08663 1.20676 0.1 0.0 0.1 0.03
H 3.22412 -2.90056 -0.27567 0.1 -0.1 0.0 0.23
H -0.32481 -4.77120 -0.33962 -0.1 -0.1 0.1 0.64
H -1.43517 -3.36551 -0.34929 0.0 -0.1 0.1 0.25
H -0.42060 -3.67267 1.06508 -0.1 -0.1 0.0 0.27
C 4.50799 -1.61818 -4.28488 -0.1 0.1 0.2 -1.23
C 4.76507 -1.14409 -2.85943 -0.3 0.2 0.2 -0.83
As 3.14663 -0.24937 -2.04603 0.9 0.0 -0.3 0.54
C 3.93635 0.39618 -0.34301 -0.1 0.0 0.1 0.61
C 5.45126 0.48209 -0.22103 0.0 -0.1 -0.2 -1.67
C 3.12818 1.46011 -3.06809 -0.1 -0.1 -0.1 1.00
C 4.45152 2.10882 -3.44529 -0.1 -0.1 0.1 -1.55
H 5.41453 -2.03123 -4.73066 0.0 0.0 0.0 0.41
H 4.16539 -0.79148 -4.90775 0.0 0.0 -0.1 0.25
H 3.74198 -2.39396 -4.29814 -0.1 0.0 -0.1 0.22
H 5.61885 -0.46522 -2.84403 -0.1 0.0 0.1 0.50
H 5.02107 -2.00348 -2.23007 -0.1 0.1 0.1 0.42
H 3.55130 -0.26623 0.43783 -0.1 0.1 -0.1 -0.33
H 3.48578 1.37738 -0.17457 -0.1 -0.1 0.0 0.13
H 5.89858 -0.51167 -0.18305 0.1 0.0 0.0 0.32
H 5.72867 1.00626 0.69428 0.0 0.0 0.1 0.42
H 5.89536 1.01968 -1.05635 0.1 0.0 0.0 0.28
H 2.54976 2.14166 -2.43703 -0.1 0.0 0.0 -0.96
H 2.53215 1.30039 -3.97361 0.0 -0.1 0.2 0.38
H 4.99215 2.45078 -2.56419 0.1 0.0 0.0 0.27
H 4.27303 2.97547 -4.08211 0.0 0.1 0.0 0.45
H 5.08555 1.41953 -4.00203 0.1 0.0 0.0 0.35
C -4.56468 2.02693 4.82135 -0.1 0.0 0.0 -0.67
C -4.32466 2.32292 3.48972 -0.1 0.2 0.1 -0.79
C -3.61183 1.43931 2.69866 0.1 -0.1 -0.3 -0.19
C -3.13306 0.23914 3.21870 0.1 0.3 -0.1 0.27
C -3.37464 -0.04221 4.55636 0.1 -0.3 0.0 -0.75
C -4.08687 0.84052 5.35056 0.0 0.0 0.1 -0.65
As -2.16287 -0.92231 1.96468 0.0 -0.4 0.7 1.89
C -3.66230 -2.12431 1.59938 0.0 -0.2 -0.2 0.94
C -3.53458 -3.50523 1.68217 0.3 0.0 0.2 -0.54
C -4.54826 -4.34598 1.25556 0.0 -0.1 -0.1 -0.95
C -5.70466 -3.81172 0.71383 0.0 -0.1 0.0 -0.55
C -5.84526 -2.43589 0.62128 -0.1 0.0 0.0 -0.79
C -4.83445 -1.60023 1.06160 0.1 0.2 0.1 -0.48
C -1.13617 -1.99670 3.26420 0.1 0.1 -0.3 -0.30
C -1.63087 -2.85001 4.24290 -0.2 0.0 0.0 0.10
C -0.76990 -3.52936 5.08842 -0.1 -0.1 0.1 -0.81
C 0.60020 -3.37413 4.96731 0.1 0.0 0.0 -1.07
C 1.11047 -2.54384 3.98450 0.1 -0.1 0.1 -1.47
C 0.24634 -1.86929 3.14066 -0.1 0.2 -0.2 0.26
H -5.13172 2.70830 5.43994 0.0 0.1 0.0 0.40
H -4.69643 3.24475 3.06617 0.0 0.1 -0.1 0.46
H -3.42095 1.67234 1.65667 0.0 0.1 -0.1 0.49
H -3.00773 -0.96149 4.99108 0.0 0.0 0.0 0.27
H -4.27654 0.59517 6.38679 0.0 0.0 0.1 0.44
H -2.62744 -3.93520 2.08946 0.0 0.0 -0.1 0.30
H -4.42189 -5.41882 1.33432 0.0 0.0 0.0 0.44
H -6.49122 -4.46586 0.36413 -0.1 0.0 0.0 0.39
H -6.74393 -2.01528 0.19070 0.0 0.0 0.0 0.46
H -4.94751 -0.52712 0.97291 0.0 0.0 0.0 0.32
H -2.69877 -2.99808 4.34476 0.0 0.0 0.0 0.44
H -1.17102 -4.19164 5.84119 -0.1 -0.1 0.1 0.45
H 1.27123 -3.89751 5.63294 0.0 -0.1 0.0 0.38
H 2.18319 -2.44492 3.86842 0.0 0.0 0.0 0.41
H 0.63533 -1.23339 2.35237 0.1 0.0 0.0 0.52
```
Positions in Å, forces in eV/Å.

***

Computed, not measured: a molecular structure, C4H3FO, with the ωB97M-V functional and the def2-TZVPD basis.

Energy above the lowest of the compared OMol25 structures with the same formula, charge and spin, kcal per mole: 73.8
Gap between HOMO and LUMO, eV: 10.405
HOMO, eV: -9.72

Structure (XYZ):
```
9
Properties=species:S:1:pos:R:3:forces:R:3:nbo_charge:R:1
C -2.05355 -0.62903 -0.09055 0.6 0.0 -0.5 -0.16
C -1.01078 -0.15180 -0.44130 -0.4 -0.1 0.0 -0.08
C 1.39479 -0.24267 0.44844 0.1 0.1 0.7 0.43
C 0.21609 0.59030 -0.51412 1.5 0.0 3.7 0.08
O 2.14307 -0.92108 -0.16880 0.1 -0.1 0.3 -0.52
F 0.03738 1.75077 0.24219 -0.2 0.4 -0.4 -0.35
H -2.96878 -1.09318 0.13482 -0.5 -0.2 0.2 0.24
H 0.62492 0.90261 -1.46727 0.2 -0.6 -0.1 0.22
H 1.61685 -0.20592 1.85658 -1.4 0.5 -3.9 0.13
```
Positions in Å, forces in eV/Å.

***

Computed, not measured: 11 unconnected molecules or ions with the total composition C8H34O10, with the ωB97M-V functional and the def2-TZVPD basis.

Total charge: +1
Multiplicity: 2
Energy above the lowest of the compared OMol25 structures with the same formula, charge and spin, kcal per mole: 0.0
Gap between HOMO and LUMO (spin up / spin down), eV: 9.234 / 5.581
HOMO (spin up / spin down), eV: -13.76 / -13.76

Structure (XYZ):
```
52
Properties=species:S:1:pos:R:3:forces:R:3:mulliken_spin:R:1
C -0.68592 2.02439 1.14368 -0.4 -0.1 0.0 0.00
C 0.06824 2.37910 -0.12780 -0.1 0.1 0.0 0.06
C 0.04656 1.21653 -1.16713 0.1 -0.3 -0.6 0.05
C 1.21324 0.32319 -1.02511 -0.6 -0.3 0.4 0.19
C 2.50640 0.75880 -1.36821 0.4 0.3 -0.4 0.48
C 1.00846 -1.04001 -0.49999 0.5 -0.1 0.1 0.05
C 0.33209 -1.89334 -1.57519 -0.1 0.2 0.1 0.07
C 0.66990 -3.14928 -1.79256 0.4 -0.4 -0.1 0.01
H -0.60015 2.81625 1.88281 0.2 0.0 0.1 0.00
H -1.75545 1.90443 0.96059 0.1 0.0 -0.2 0.00
H -0.36689 1.08173 1.58455 0.2 0.0 0.1 0.00
H -0.37199 3.26046 -0.60280 0.0 -0.2 0.0 0.00
H 1.09943 2.66176 0.09620 0.1 0.1 0.0 -0.01
H -0.87319 0.63322 -1.11373 -0.1 0.1 0.3 -0.01
H 0.06996 1.63824 -2.17710 0.1 0.2 0.0 0.04
H 2.69293 1.74996 -1.77153 -0.2 0.0 0.1 0.00
H 3.37986 0.12684 -1.26824 -0.1 -0.3 0.1 0.04
H 0.36722 -1.03939 0.38910 -0.2 0.2 -0.1 0.01
H 1.96195 -1.48002 -0.21524 0.0 -0.1 0.0 -0.01
H -0.48479 -1.43189 -2.10931 -0.2 0.0 -0.1 0.00
H 0.14181 -3.76402 -2.51365 0.0 0.1 0.1 0.00
H 1.49852 -3.62658 -1.27434 -0.1 0.1 0.0 0.00
H -2.24796 1.60296 -3.98115 -0.7 0.1 0.3 0.00
H -3.13235 0.58035 -3.23129 -0.1 -0.1 -0.2 0.00
O -3.06463 1.53711 -3.45011 0.8 0.0 -0.3 0.00
H 3.92881 1.22696 2.61875 0.5 0.4 0.1 0.00
H 5.08738 2.23535 2.28097 -0.1 -0.4 0.2 0.00
O 4.89662 1.30775 2.49216 -0.3 0.2 -0.3 0.00
H -1.18381 -2.71290 1.55194 0.1 -0.3 -0.1 0.00
H -0.27289 -3.58138 0.64596 -0.1 -0.2 -0.2 0.00
O -0.41578 -3.31821 1.55460 0.0 0.4 0.3 0.00
H 0.32367 -1.93925 2.94076 0.1 0.2 0.1 0.00
H 0.99093 -0.53804 2.93243 0.2 0.1 0.0 0.00
O 0.21342 -1.01746 3.24108 -0.3 -0.5 0.0 0.00
H -3.81562 0.66478 -0.25175 0.0 -0.2 0.4 0.00
H -3.14765 -0.56109 0.52459 -0.3 0.3 0.0 0.00
O -3.83088 -0.30782 -0.12573 0.4 -0.1 -0.3 0.00
H -2.72794 -1.38637 2.72092 -0.2 0.0 -0.2 0.00
H -1.33343 -0.87587 2.46382 0.5 0.2 0.1 0.00
O -2.13797 -1.15453 1.99048 -0.4 -0.2 0.2 0.00
H -3.87725 -1.55192 -2.95029 0.0 0.0 0.0 0.00
H -3.35736 -0.78636 -1.69216 -0.2 -0.3 -0.2 0.00
O -3.13674 -1.02341 -2.63641 0.1 0.1 0.4 0.00
H 2.85017 -0.11760 1.53022 0.0 0.0 0.1 0.00
H 1.75519 0.98329 1.34094 -0.1 0.2 0.1 0.00
O 2.21439 0.46694 2.00587 0.2 -0.1 0.0 0.00
H -3.05924 3.05353 -0.66592 -0.3 -0.1 -0.2 0.00
H -3.57344 2.14928 -1.83610 0.1 0.4 0.4 0.00
O -3.71340 2.37598 -0.88320 0.3 -0.1 -0.3 0.00
H 4.67344 -1.59518 1.30288 0.0 0.0 -0.1 0.00
H 4.84622 -0.06049 1.24748 -0.1 -0.2 0.0 0.00
O 4.32993 -0.80677 0.86326 0.1 0.2 0.0 0.00
```
Positions in Å, forces in eV/Å.

***

Results for max |F|: 4.3; 3.7; 1.3; 4.2; 0.8 (in eV Å⁻¹, following the order of the records).